[1]
ORCA calculation (ωB97M-V/def2-TZVPD) on a cluster of 2 separate species, C4H9F2N in total at a distorted geometry.

Last column: Mulliken charge in e.
CARTESIAN COORDINATES (ANGSTROEM)
C: -0.63 -1.82 0.50  -1.341
C: 0.71 1.74 0.30  -1.044
C: -0.35 -0.33 0.21  0.032
C: -0.26 -0.32 -2.23  0.088
N: 0.80 0.28 0.59  -0.269
F: 1.09 -0.10 -2.41  -0.270
F: -0.54 -1.55 -2.72  -0.272
H: -0.61 -2.06 1.56  0.405
H: 0.20 -2.47 0.16  0.293
H: -1.52 -2.02 0.15  0.389
H: 1.48 2.43 0.60  0.369
H: 0.48 2.05 -0.71  0.342
H: -0.11 2.12 0.76  0.437
H: -1.23 0.38 0.31  0.281
H: -0.86 0.33 -2.75  0.264
H: 1.61 -0.18 0.20  0.294

Summary:
orbital gap (alpha / beta) = 8.7 / 8.7 eV
total energy = -11215.478 eV
net charge = 0
highest occupied orbital energy (alpha / beta) = -7.6 / -7.6 eV
ΔE to the lowest compared entry with this formula, charge and spin = 326.5 kJ/mol

---

[2]
ORCA calculation (ωB97M-V/def2-TZVPD) on a structure of composition C4H14N3 at a distorted geometry.

Last column: Mulliken charge in e.
CARTESIAN COORDINATES (ANGSTROEM)
C: -2.05 0.68 -0.81  -0.834
C: -1.34 -1.08 0.94  -0.978
C: 0.16 0.84 0.48  -0.915
C: 1.84 -0.22 0.18  -0.008
N: 2.96 0.59 0.24  -0.454
N: -0.95 0.02 -0.05  0.139
N: 1.41 -0.90 -1.04  -0.589
H: -1.69 1.48 -1.51  0.312
H: -2.78 0.00 -1.44  0.326
H: -2.81 1.18 -0.22  0.397
H: -1.90 -0.78 1.91  0.360
H: -2.04 -1.76 0.58  0.429
H: -0.57 -1.75 1.26  0.326
H: 0.25 1.75 -0.06  0.316
H: 0.14 0.94 1.50  0.407
H: 1.78 -0.92 1.11  0.283
H: 3.23 1.16 1.01  0.243
H: 3.06 1.01 -0.67  0.240
H: 1.59 -1.95 -1.09  0.248
H: -0.32 -0.53 -0.86  0.531
H: 1.78 -0.56 -1.88  0.218

Summary:
orbital gap = 9.9 eV
total energy = -8836.537 eV
net charge = +1
highest occupied orbital energy = -12.6 eV
ΔE to the lowest compared entry with this formula, charge and spin = 336.4 kJ/mol

---

[3]
ORCA calculation (ωB97M-V/def2-TZVPD) on a cluster of 5 separate species, H10O5 in total at a distorted geometry.

Last column: Mulliken charge in e.
CARTESIAN COORDINATES (ANGSTROEM)
O: 0.14 2.02 0.56  -0.765
H: -0.27 1.57 -0.21  0.416
H: -0.59 1.85 1.22  0.384
O: -0.85 0.16 -1.29  -0.763
H: -0.02 -0.39 -1.51  0.424
H: -1.36 0.22 -2.11  0.276
O: 1.36 -0.37 1.09  -0.838
H: 1.05 0.60 0.95  0.453
H: 0.54 -0.71 1.49  0.397
O: -1.28 -0.15 1.41  -0.702
H: -1.93 -0.85 1.72  0.309
H: -1.31 -0.20 0.42  0.404
O: 1.20 -1.42 -1.40  -0.762
H: 1.36 -1.13 -0.44  0.445
H: 1.98 -1.19 -1.90  0.322

Summary:
SMILES = O.O.O.O.O
orbital gap = 11.5 eV
total energy = -10400.534 eV
net charge = 0
highest occupied orbital energy = -11.0 eV
ΔE to the lowest compared entry with this formula, charge and spin = 30.5 kJ/mol

---

[4]
ORCA calculation (ωB97M-V/def2-TZVPD) on a cluster of 2 separate species, C9H14O2 in total at a distorted geometry.

Last column: Mulliken charge in e.
CARTESIAN COORDINATES (ANGSTROEM)
C: -2.14 0.05 -0.89  -1.210
C: -1.19 -1.00 -0.39  0.401
C: -1.81 -2.24 -0.06  -0.755
C: -1.02 -3.28 0.37  -0.305
C: 0.36 -3.15 0.62  0.152
O: 1.16 -4.26 0.72  -0.523
C: 0.92 -1.90 0.49  -0.264
C: 0.16 -0.91 -0.13  -0.031
H: -3.19 -0.19 -1.01  0.329
H: -1.85 0.26 -1.94  0.313
H: -2.10 1.03 -0.40  0.244
H: -2.87 -2.37 -0.21  0.307
H: -1.53 -4.19 0.67  0.326
H: 1.43 -4.59 1.57  0.326
H: 1.90 -1.66 0.88  0.358
H: 0.60 0.04 -0.42  0.310
C: 1.75 2.73 -0.58  -1.077
C: 0.57 3.35 0.17  -0.138
O: 0.97 4.46 0.97  -0.524
H: 2.25 3.38 -1.31  0.325
H: 1.56 1.77 -1.09  0.315
H: 2.58 2.29 0.00  0.332
H: -0.10 3.73 -0.58  0.241
H: 0.17 2.56 0.81  0.238
H: 1.41 4.10 1.73  0.310

Summary:
SMILES = Cc1ccc(O)cc1.CCO
orbital gap = 9.5 eV
total energy = -13653.656 eV
net charge = 0
highest occupied orbital energy = -8.7 eV
ΔE to the lowest compared entry with this formula, charge and spin = 193.0 kJ/mol

---

Repeat the second record exactly.
ORCA calculation (ωB97M-V/def2-TZVPD) on a structure of composition C4H14N3 at a distorted geometry.

Last column: Mulliken charge in e.
CARTESIAN COORDINATES (ANGSTROEM)
C: -2.05 0.68 -0.81  -0.834
C: -1.34 -1.08 0.94  -0.978
C: 0.16 0.84 0.48  -0.915
C: 1.84 -0.22 0.18  -0.008
N: 2.96 0.59 0.24  -0.454
N: -0.95 0.02 -0.05  0.139
N: 1.41 -0.90 -1.04  -0.589
H: -1.69 1.48 -1.51  0.312
H: -2.78 0.00 -1.44  0.326
H: -2.81 1.18 -0.22  0.397
H: -1.90 -0.78 1.91  0.360
H: -2.04 -1.76 0.58  0.429
H: -0.57 -1.75 1.26  0.326
H: 0.25 1.75 -0.06  0.316
H: 0.14 0.94 1.50  0.407
H: 1.78 -0.92 1.11  0.283
H: 3.23 1.16 1.01  0.243
H: 3.06 1.01 -0.67  0.240
H: 1.59 -1.95 -1.09  0.248
H: -0.32 -0.53 -0.86  0.531
H: 1.78 -0.56 -1.88  0.218

Summary:
orbital gap = 9.9 eV
total energy = -8836.537 eV
net charge = +1
highest occupied orbital energy = -12.6 eV
ΔE to the lowest compared entry with this formula, charge and spin = 336.4 kJ/mol

---

Question: What is the formula in the second record?
Answer: C4H14N3